The following is a DFT calculation (ωB97M-V with the def2-TZVPD basis set) of a structure of composition C61H34BaF5N13O3S2.

Each line ends with the Löwdin charge.
Geometry (Å):
Ba 1.059 -1.020 -1.236  1.681
C -3.589 -5.159 -3.600  -0.097
C -4.417 -4.198 -3.035  -0.129
C -4.137 -2.842 -2.992  -0.034
C -2.834 -2.525 -3.315  -0.139
C -2.127 -1.277 -3.154  -0.305
N -0.782 -1.504 -3.444  0.060
C -0.639 -2.723 -4.000  -0.329
N 0.448 -3.279 -4.501  0.188
C 1.707 -2.800 -4.347  -0.272
C 2.928 -3.420 -4.867  -0.115
C 3.079 -4.765 -5.270  0.002
C 4.381 -5.074 -5.699  -0.083
C 5.404 -4.075 -5.617  -0.121
C 5.245 -2.795 -5.165  -0.038
C 3.939 -2.458 -4.742  -0.076
C 3.274 -1.301 -4.023  -0.260
N 3.922 -0.097 -3.947  0.179
C 3.312 1.012 -3.543  -0.318
N 2.113 1.177 -2.948  0.105
C 1.916 2.554 -2.779  -0.321
N 0.828 3.096 -2.299  0.182
C -0.265 2.368 -2.007  -0.335
N -0.531 1.111 -2.407  0.079
C -1.805 0.850 -2.054  -0.335
N -2.566 -0.210 -2.491  0.182
C -2.366 1.976 -1.305  -0.137
C -3.445 2.054 -0.420  -0.019
C -3.576 3.236 0.397  -0.097
C -2.607 4.245 0.386  -0.131
C -1.561 4.150 -0.507  -0.041
C -1.401 2.996 -1.324  -0.097
C 3.074 3.302 -3.229  -0.110
C 3.466 4.636 -3.123  -0.044
C 4.732 4.968 -3.561  -0.125
C 5.653 4.030 -4.075  -0.087
C 5.230 2.684 -4.248  -0.020
C 3.980 2.349 -3.765  -0.092
N 1.964 -1.575 -3.784  0.006
C -1.916 -3.456 -3.844  -0.101
C -2.264 -4.802 -3.982  -0.003
H -3.969 -6.144 -3.759  0.077
H -5.397 -4.526 -2.636  0.096
H -4.937 -2.151 -2.810  0.102
H 2.320 -5.508 -5.081  0.103
H 4.594 -6.060 -6.107  0.086
H 6.397 -4.403 -5.992  0.095
H 6.031 -2.023 -5.132  0.113
H -4.234 1.271 -0.375  0.113
H -4.329 3.407 1.154  0.085
H -2.766 5.136 1.019  0.098
H -0.774 4.902 -0.647  0.105
H 2.734 5.386 -2.763  0.113
H 5.064 6.008 -3.528  0.087
H 6.591 4.384 -4.406  0.068
H 5.900 1.937 -4.672  0.104
H -1.554 -5.501 -4.485  0.119
C -3.062 7.413 9.937  -0.073
O -3.716 6.151 9.644  -0.112
C -3.284 5.446 8.546  -0.268
C -2.181 5.903 7.772  -0.008
C -1.742 5.111 6.715  -0.028
C -2.450 3.985 6.372  -0.174
C -3.542 3.571 7.106  -0.010
C -3.976 4.272 8.233  0.013
C -2.065 3.306 5.147  -0.269
N -2.684 2.331 4.526  0.190
C -2.000 2.058 3.428  -0.172
C -0.835 2.879 3.350  -0.130
N -0.951 3.649 4.435  0.164
C 0.136 2.723 2.335  -0.072
C 1.194 3.628 2.101  -0.021
C 2.079 3.454 1.094  -0.029
C 1.933 2.264 0.378  -0.115
N 0.932 1.367 0.527  0.083
C 0.023 1.585 1.481  -0.137
C -1.176 0.778 1.499  -0.155
N -1.212 -0.229 0.599  0.066
C -2.314 -0.960 0.572  -0.211
C -3.311 -0.827 1.513  -0.044
C -3.233 0.164 2.463  -0.008
C -2.156 1.018 2.446  -0.107
H -3.546 7.759 10.867  0.093
H -3.340 8.111 9.122  0.099
H -1.988 7.307 10.026  0.079
H -1.686 6.837 8.015  0.093
H -0.916 5.458 6.131  0.098
H -3.968 2.612 6.844  0.116
H -4.732 3.907 8.865  0.100
H -0.335 4.437 4.624  0.149
H 1.165 4.581 2.616  0.106
H 2.872 4.121 0.844  0.108
H 2.611 2.047 -0.417  0.072
H -2.385 -1.701 -0.200  0.065
H -4.161 -1.512 1.379  0.117
H -4.037 0.283 3.149  0.107
O 0.863 -6.990 -2.798  -0.324
S 1.267 -6.661 -1.437  0.645
O 2.523 -7.155 -0.937  -0.310
N 1.106 -5.041 -1.062  -0.079
C 0.152 -4.835 -0.245  -0.868
S -0.293 -3.379 0.465  0.568
C -0.567 -6.108 0.206  -0.206
C -1.638 -6.293 1.088  -0.045
C -2.041 -7.562 1.438  -0.080
C -1.370 -8.681 0.904  -0.094
C -0.329 -8.524 0.020  -0.049
C 0.037 -7.225 -0.336  -0.237
H -2.082 -5.390 1.446  0.080
H -2.975 -7.691 1.999  0.101
H -1.710 -9.682 1.068  0.087
H 0.152 -9.365 -0.443  0.110
F 4.556 0.571 -0.954  -0.061
C 3.686 -0.193 -0.169  -0.344
F 3.957 -1.563 -0.684  -0.183
C 4.410 -0.261 1.250  -0.629
F 3.635 -0.934 2.097  0.115
F 4.573 0.962 1.760  0.112
F 5.631 -0.842 1.321  0.101

Calculated values
net charge = -2
lowest unoccupied orbital energy = 2.73 eV
spin multiplicity = 1
HOMO-LUMO gap = 4.0005 eV